ORCA calculation (ωB97M-V with the def2-TZVPD basis set) on a 17-piece molecular cluster, C29H37Cl39O12 overall.

Output
**HOMO energy**: -10.58 eV
**Frontier orbital gap**: 10.616 eV
**Lowest unoccupied orbital energy**: 0.03 eV

Structure (XYZ):
```
117
C29H37Cl39O12, DFT ωB97M-V with the def2-TZVPD basis set
C 14.532 8.171 20.227
C 13.839 9.497 20.271
C 14.674 10.753 20.635
O 14.447 11.671 19.554
C 13.676 11.047 18.578
O 13.405 11.635 17.581
O 13.375 9.804 18.904
H 13.838 7.397 19.902
H 14.970 7.980 21.192
H 15.381 8.185 19.578
H 12.923 9.476 20.897
H 15.723 10.544 20.702
H 14.398 11.236 21.563
C 9.804 20.176 16.511
C 9.467 18.839 17.170
C 8.629 18.003 16.248
O 9.541 17.286 15.443
C 10.742 17.283 16.089
O 11.709 16.691 15.742
O 10.668 18.032 17.205
H 10.673 20.703 17.021
H 8.904 20.814 16.453
H 10.133 19.980 15.453
H 9.012 18.948 18.196
H 8.028 18.533 15.550
H 7.964 17.365 16.868
C 19.051 15.247 18.383
C 19.862 14.032 18.522
C 21.370 14.260 18.398
O 21.802 14.175 19.862
C 20.803 13.685 20.613
O 20.854 13.495 21.773
O 19.708 13.396 19.831
H 19.113 15.626 17.339
H 19.314 16.117 19.036
H 17.989 14.996 18.553
H 19.367 13.268 17.919
H 21.651 15.308 18.174
H 21.972 13.536 17.820
C 18.672 15.345 12.604
C 19.052 14.063 11.987
C 18.376 12.798 12.477
O 18.232 11.993 11.337
C 18.234 12.799 10.225
O 18.006 12.398 9.127
O 18.604 14.051 10.596
H 17.602 15.538 12.596
H 19.020 16.143 11.939
H 19.131 15.553 13.535
H 20.126 13.969 12.065
H 17.406 13.026 12.908
H 19.023 12.317 13.249
C 12.991 17.399 12.020
Cl 11.326 17.962 12.362
Cl 13.221 17.355 10.318
Cl 13.256 15.739 12.596
H 13.668 18.025 12.571
C 10.964 13.227 18.721
Cl 9.398 12.622 18.205
Cl 11.349 12.588 20.299
Cl 11.028 14.983 18.818
H 11.690 12.900 18.010
C 13.548 20.865 15.113
Cl 12.890 21.116 13.531
Cl 15.283 21.179 15.134
Cl 13.275 19.268 15.748
H 13.148 21.582 15.812
C 19.165 19.258 16.355
Cl 18.788 20.778 15.496
Cl 20.761 18.666 15.835
Cl 17.842 18.129 16.075
H 19.200 19.471 17.418
C 13.083 15.413 22.052
Cl 13.268 13.932 23.017
Cl 14.322 16.519 22.723
Cl 11.415 16.054 22.130
H 13.361 15.171 21.015
C 17.751 14.196 22.637
Cl 18.020 15.930 22.495
Cl 16.388 13.702 21.569
Cl 17.361 13.760 24.291
H 18.617 13.647 22.292
C 14.958 18.381 19.198
Cl 15.168 19.951 20.027
Cl 13.373 17.567 19.440
Cl 16.266 17.307 19.624
H 14.912 18.581 18.111
C 14.853 12.420 9.231
Cl 13.466 11.578 8.619
Cl 14.882 12.329 10.974
Cl 14.966 14.079 8.694
H 15.706 11.844 8.932
C 16.762 19.888 12.195
Cl 18.318 20.392 11.556
Cl 16.860 18.271 12.946
Cl 15.388 19.926 11.067
H 16.558 20.629 12.999
C 12.079 9.936 14.597
Cl 10.390 9.652 14.195
Cl 13.079 10.124 13.122
Cl 12.626 8.611 15.589
H 12.161 10.845 15.167
C 16.744 11.703 16.616
Cl 17.489 11.190 18.172
Cl 16.941 10.402 15.388
Cl 17.424 13.218 16.027
H 15.701 11.947 16.787
C 14.155 14.968 15.934
Cl 14.628 14.664 17.620
Cl 13.824 13.541 15.015
Cl 15.466 16.018 15.264
H 13.240 15.568 15.961
C 10.246 14.063 13.735
Cl 10.912 13.221 12.319
Cl 10.537 13.171 15.226
Cl 8.555 14.308 13.536
H 10.754 15.020 13.801
```

Mulliken atomic charge list, values in e, 8 entries: -1.58 0.48 -0.53 0.55 -0.07 -0.42 -0.35 0.37

=====

ORCA calculation (ωB97M-V with the def2-TZVPD basis set) on a 3-piece molecular cluster, C29H37F3O3 overall.

Output
**HOMO energy**: -9.42 eV
**Frontier orbital gap**: 9.017 eV
**Lowest unoccupied orbital energy**: -0.40 eV
**SMILES**: CCCCCCCCCCC1=C(C[C@@H](C)F)C(=O)OC1=O.Fc1ccccc1.Fc1ccccc1

Structure (XYZ):
```
72
C29H37F3O3, DFT ωB97M-V with the def2-TZVPD basis set
C 3.971 -3.819 0.927
C 3.853 -3.342 -0.546
C 3.281 -1.927 -0.728
C 4.094 -0.807 -0.028
C 3.272 0.490 0.229
C 2.946 1.306 -1.043
C 1.765 0.774 -1.880
C 0.409 0.850 -1.138
C -0.639 -0.032 -1.884
C -1.767 -0.568 -0.959
C -2.368 -1.799 -1.596
C -3.658 -2.068 -1.691
C -4.835 -1.296 -1.189
C -5.341 -2.049 0.082
C -4.694 -1.509 1.366
F -6.718 -2.095 0.157
C -3.800 -3.399 -2.412
O -4.800 -3.913 -2.655
O -2.557 -3.848 -2.723
C -1.622 -2.943 -2.229
O -0.491 -3.169 -2.320
H 4.822 -4.512 0.977
H 4.143 -3.021 1.654
H 3.102 -4.424 1.212
H 4.835 -3.423 -1.024
H 3.163 -4.036 -1.044
H 3.331 -1.710 -1.805
H 2.228 -1.825 -0.428
H 4.925 -0.532 -0.693
H 4.481 -1.130 0.945
H 3.913 1.138 0.849
H 2.393 0.289 0.856
H 2.773 2.355 -0.765
H 3.854 1.289 -1.667
H 1.947 -0.231 -2.271
H 1.706 1.420 -2.770
H 0.075 1.889 -1.241
H 0.485 0.515 -0.100
H -1.138 0.567 -2.659
H -0.086 -0.820 -2.403
H -2.523 0.224 -0.912
H -1.440 -0.744 0.073
H -5.636 -1.233 -1.931
H -4.534 -0.301 -0.851
H -4.989 -3.087 -0.004
H -4.621 -0.418 1.376
H -3.732 -1.996 1.552
H -5.348 -1.846 2.183
F 8.486 0.281 0.223
C 7.992 1.446 0.679
C 7.122 2.166 -0.115
C 6.608 3.365 0.357
C 6.977 3.833 1.612
C 7.857 3.099 2.396
C 8.365 1.894 1.932
H 6.851 1.790 -1.093
H 5.919 3.935 -0.254
H 6.578 4.771 1.977
H 8.148 3.465 3.372
H 9.045 1.303 2.532
F -7.395 5.066 2.270
C -7.380 3.759 1.949
C -6.904 2.845 2.869
C -6.894 1.497 2.537
C -7.348 1.083 1.291
C -7.819 2.017 0.377
C -7.841 3.364 0.708
H -6.548 3.188 3.831
H -6.531 0.769 3.252
H -7.336 0.032 1.033
H -8.170 1.694 -0.595
H -8.212 4.106 0.012
```

Mulliken atomic charge list, values in e, 8 entries: -1.10 -0.69 -0.25 -0.22 -0.79 -0.79 -0.58 -0.61

=====

ORCA calculation (ωB97M-V with the def2-TZVPD basis set) on C29H37FeGeN3 as an isolated structure.

Output
**Spin multiplicity**: 6
**Charge**: +1
**HOMO energy (spin up / spin down)**: -7.91 / -10.34 eV
**Frontier orbital gap (spin up / spin down)**: 4.564 / 5.895 eV
**Lowest unoccupied orbital energy (spin up / spin down)**: -3.34 / -4.44 eV
**Energy above the lowest of the compared OMol25 structures with the same formula, charge and spin**: 430.7 kJ/mol
**⟨S²⟩**: 8.89

Structure (XYZ):
```
71
C29H37FeGeN3, DFT ωB97M-V with the def2-TZVPD basis set
Fe 4.356 -18.636 2.495
C 8.055 -18.900 3.138
C 7.024 -17.943 3.557
C 5.776 -18.421 4.003
C 4.941 -17.448 4.659
C 3.886 -17.760 5.684
C 5.164 -16.065 4.427
C 6.286 -15.639 3.706
C 6.454 -14.254 3.143
C 7.219 -16.595 3.302
H 8.941 -18.926 3.819
H 8.328 -18.546 2.118
H 7.659 -19.902 3.135
H 5.751 -19.453 4.323
H 4.036 -17.024 6.487
H 3.913 -18.823 6.022
H 2.923 -17.480 5.293
H 4.508 -15.363 4.937
H 6.863 -13.580 3.846
H 5.491 -13.878 2.739
H 7.191 -14.276 2.362
H 8.147 -16.232 2.808
C 1.573 -21.593 4.259
C 0.365 -20.853 4.347
C 0.352 -19.572 3.884
C 1.486 -19.067 3.320
N 2.675 -19.821 3.122
C 2.717 -21.108 3.648
C 1.744 -17.719 2.808
C 0.849 -16.625 2.988
C 1.121 -15.451 2.315
C 2.177 -15.396 1.379
C 2.894 -16.589 0.958
N 2.893 -17.591 2.075
H 1.478 -22.686 4.406
H -0.503 -21.328 4.799
H -0.512 -18.954 4.001
H 3.654 -22.927 2.737
H 0.076 -16.647 3.767
H 0.465 -14.620 2.346
H 2.427 -14.485 0.883
H 2.286 -17.122 0.183
C 6.221 -21.989 5.541
Ge 4.557 -22.934 5.018
C 4.831 -24.771 4.312
C 3.354 -22.996 6.629
C 3.824 -22.062 3.350
H 6.643 -22.740 6.254
H 5.903 -21.056 6.059
H 6.945 -21.722 4.730
H 5.521 -25.326 4.961
H 5.335 -24.769 3.341
H 3.903 -25.293 4.151
H 3.939 -23.122 7.563
H 2.837 -23.958 6.527
H 2.674 -22.145 6.826
H 4.678 -21.538 2.923
C 5.888 -16.317 -3.130
C 5.577 -16.713 -1.639
C 6.327 -17.779 -1.113
C 5.922 -18.353 0.085
N 5.002 -17.847 0.942
C 4.343 -16.547 0.518
C 4.535 -16.179 -0.905
H 5.483 -15.318 -3.387
H 5.373 -17.019 -3.795
H 6.950 -16.296 -3.274
H 7.175 -18.156 -1.664
H 6.509 -19.200 0.387
H 4.845 -15.787 1.190
H 3.855 -15.410 -1.287
```

Mulliken atomic charge list, values in e, 8 entries: -0.59 -1.78 0.69 0.10 1.20 -1.39 -0.72 0.64

=====

ORCA calculation (ωB97M-V with the def2-TZVPD basis set) on C29H38BiNO5 as an isolated structure.

Output
**Charge**: -2
**HOMO energy (spin up / spin down)**: -0.37 / 1.06 eV
**Frontier orbital gap (spin up / spin down)**: 3.923 / 2.484 eV
**Lowest unoccupied orbital energy (spin up / spin down)**: 3.55 / 3.55 eV

Structure (XYZ):
```
74
C29H38BiNO5, DFT ωB97M-V with the def2-TZVPD basis set
C 1.762 6.987 -1.257
C 2.021 5.559 -0.746
C 0.799 6.898 -2.453
C 0.836 5.408 -2.945
H 1.164 7.569 -3.237
H -0.221 7.193 -2.158
C 1.934 4.709 -1.996
H 1.256 5.299 0.008
H 3.021 5.515 -0.291
C 1.994 3.202 -1.675
H 2.866 4.887 -2.566
H 1.248 5.367 -3.975
C -0.497 4.840 -3.016
C 1.257 7.899 -0.162
C 3.030 7.726 -1.664
O 3.150 8.413 -2.667
O 0.695 7.517 0.848
O 1.532 9.189 -0.418
O 4.022 7.615 -0.765
C 5.099 8.514 -1.074
H 5.806 8.392 -0.257
H 4.707 9.541 -1.125
H 5.550 8.258 -2.043
C 1.136 10.050 0.637
H 0.082 9.906 0.878
H 1.327 11.048 0.260
H 1.733 9.846 1.528
O 0.810 2.540 -1.376
H 2.653 3.098 -0.783
H 2.531 2.700 -2.505
C -0.823 3.873 -4.088
C -1.406 4.935 -1.858
H -2.116 5.785 -1.995
H -0.844 5.108 -0.924
H -2.004 4.003 -1.777
H -1.588 3.152 -3.736
H 0.096 3.347 -4.419
H -1.244 4.410 -4.971
Bi -0.136 0.769 -0.965
C 1.330 -1.944 -1.533
C 1.664 -0.693 -2.152
C 2.394 0.080 -1.155
H 1.535 -0.419 -3.203
C 2.383 -0.658 0.062
C 1.785 -1.908 -0.191
H 1.735 -2.741 0.528
H 0.881 -2.798 -2.052
H 3.011 0.954 -1.371
H 2.812 -0.310 1.014
C -1.996 0.696 1.433
C -1.346 -0.326 2.165
C 0.019 0.043 2.371
H -1.823 -1.217 2.567
C 0.244 1.309 1.766
C -1.026 1.752 1.188
H -1.245 2.764 0.852
H -3.049 0.725 1.174
H 0.738 -0.526 2.952
H 1.146 1.908 1.830
C -1.295 -2.989 0.106
C -2.228 -2.277 -0.776
C -3.468 -2.763 -1.256
C -4.047 -1.739 -2.030
C -3.126 -0.646 -2.012
C -3.310 0.677 -2.648
N -2.026 -1.017 -1.289
H -0.537 -3.512 -0.491
H -1.827 -3.739 0.707
H -0.794 -2.296 0.796
H -3.844 -3.753 -1.025
H -4.990 -1.739 -2.546
H -2.439 1.350 -2.535
H -3.491 0.545 -3.724
H -4.182 1.201 -2.224
```

Mulliken atomic charge list, values in e, 8 entries: 3.70 -1.98 -1.70 0.73 0.33 0.24 0.88 0.20

=====

ORCA calculation (ωB97M-V with the def2-TZVPD basis set) on a 7-piece molecular cluster, C29H38BrF18O16PS2 overall.

Output
**HOMO energy**: -8.84 eV
**Frontier orbital gap**: 8.007 eV
**Lowest unoccupied orbital energy**: -0.84 eV
**SMILES**: O=C1O[C@H]([PH2]=S)[C@H](C[SH](=O)=O)[C@@H]1Br.CCOC(=O)C(F)(F)F.CCOC(=O)C(F)(F)F.CCOC(=O)C(F)(F)F.CCOC(=O)C(F)(F)F.CCOC(=O)C(F)(F)F.CCOC(=O)C(F)(F)F

Structure (XYZ):
```
105
C29H38BrF18O16PS2, DFT ωB97M-V with the def2-TZVPD basis set
O -1.988 1.248 -2.400
C -2.510 0.148 -2.945
O -3.836 -0.101 -3.576
C -4.348 -1.305 -2.840
P -4.679 -0.563 -1.115
S -6.400 -1.217 -0.460
C -3.060 -2.370 -3.023
C -3.266 -3.542 -1.954
S -2.122 -3.789 -0.545
O -1.992 -2.653 0.491
O -2.523 -5.131 0.182
C -1.815 -1.359 -3.189
Br -0.088 -1.449 -2.242
H -5.365 -1.637 -3.337
H -4.813 0.889 -1.302
H -3.596 -0.716 -0.163
H -3.214 -2.867 -4.102
H -4.368 -3.430 -1.502
H -3.321 -4.571 -2.560
H -0.813 -4.043 -1.054
H -1.486 -1.405 -4.340
C 5.810 -2.730 -1.176
C 5.595 -4.152 -1.658
O 4.198 -4.485 -1.635
C 3.462 -4.071 -2.716
O 3.930 -3.447 -3.664
C 2.012 -4.533 -2.585
F 1.504 -4.333 -1.334
F 1.871 -5.865 -2.842
F 1.168 -3.890 -3.441
H 5.358 -2.583 -0.190
H 6.877 -2.498 -1.115
H 5.338 -2.009 -1.852
H 6.098 -4.848 -0.978
H 6.021 -4.311 -2.655
C 3.192 1.404 4.376
C 3.141 0.156 3.514
O 4.224 0.153 2.571
C 5.433 -0.294 3.042
O 5.620 -0.672 4.195
C 6.477 -0.292 1.927
F 6.449 0.849 1.179
F 6.296 -1.323 1.052
F 7.754 -0.407 2.392
H 3.211 2.304 3.752
H 2.324 1.452 5.040
H 4.099 1.424 4.989
H 2.214 0.152 2.931
H 3.145 -0.756 4.121
C 10.831 -4.078 -6.736
C 11.392 -4.728 -5.484
O 10.449 -4.636 -4.405
C 9.462 -5.587 -4.384
O 9.352 -6.478 -5.221
C 8.564 -5.401 -3.162
F 8.219 -4.098 -2.952
F 9.167 -5.823 -2.013
F 7.392 -6.092 -3.251
H 10.523 -3.047 -6.531
H 11.575 -4.073 -7.537
H 9.942 -4.610 -7.092
H 12.292 -4.190 -5.166
H 11.684 -5.768 -5.664
C -2.016 5.960 7.073
C -2.066 4.711 6.211
O -0.983 4.708 5.269
C 0.225 4.261 5.739
O 0.413 3.883 6.892
C 1.269 4.264 4.624
F 1.242 5.405 3.876
F 1.089 3.233 3.749
F 2.546 4.148 5.089
H -1.997 6.859 6.449
H -2.883 6.007 7.737
H -1.108 5.979 7.686
H -2.994 4.707 5.628
H -2.062 3.800 6.818
C -1.746 5.142 -0.431
C -2.689 6.331 -0.466
O -2.950 6.803 0.865
C -2.008 7.641 1.405
O -0.986 7.988 0.820
C -2.436 8.104 2.796
F -2.921 7.087 3.566
F -3.423 9.044 2.744
F -1.417 8.663 3.509
H -2.137 4.358 0.225
H -1.607 4.729 -1.434
H -0.766 5.427 -0.035
H -3.651 6.022 -0.888
H -2.301 7.136 -1.099
C -12.573 -0.028 -1.616
C -12.361 0.589 -0.246
O -11.662 -0.325 0.613
C -10.297 -0.353 0.482
O -9.672 0.342 -0.315
C -9.681 -1.326 1.485
F -10.354 -2.511 1.554
F -9.672 -0.821 2.752
F -8.387 -1.644 1.194
H -13.077 -0.996 -1.531
H -13.174 0.630 -2.249
H -11.617 -0.211 -2.118
H -13.333 0.783 0.221
H -11.836 1.548 -0.310
```

Mulliken atomic charge list, values in e, 8 entries: -0.49 0.35 -0.35 -0.30 0.14 -0.31 0.22 -0.64

=====

Computed calculated total energy (eV) in order:
-543619.1694 -44968.1276 -126036.2893 -48251.6301 -213360.2232
Computed strongest force on any atom (eV/Å) in order:
2.303 4.180 4.739 4.055 9.533